ORCA calculation (ωB97M-V/def2-TZVPD) on a structure of composition C14H15Br2F3O8PS.

XYZ file:
```
44
Properties=species:S:1:pos:R:3:forces:R:3:mulliken_charge:R:1
O 3.658 4.694 0.751 -0.18 -0.42 -0.14 -0.54
C 3.164 3.700 0.275 0.17 -0.28 0.08 -0.15
C 1.587 3.563 0.366 0.73 -0.09 -0.81 -0.93
C 0.981 2.472 -0.566 0.71 -0.81 0.44 0.43
O 0.519 3.122 -1.804 -1.28 -2.08 -0.13 -0.48
S -0.311 1.859 -2.492 -1.80 -0.99 -2.80 1.07
O -1.271 2.190 -3.515 0.53 1.41 2.05 -0.62
O 0.513 0.778 -3.008 0.41 1.36 2.56 -0.49
O -1.148 1.520 -1.091 1.59 0.06 -0.66 -0.25
C -0.179 1.520 0.002 -0.01 0.81 -0.24 0.45
Br -1.125 2.070 1.628 0.33 0.22 -0.69 -0.12
P 0.238 -0.375 0.082 -1.49 -1.54 -0.07 0.38
O -0.533 -0.933 1.468 2.16 1.16 -0.94 -0.35
Br 2.438 -0.677 0.479 -0.41 0.52 0.39 -0.22
C 4.080 2.601 -0.356 -0.18 -0.50 -0.53 0.71
C 4.863 1.740 0.500 0.46 -0.57 -2.88 -0.40
C 5.665 0.706 -0.176 -1.22 1.27 -0.56 -0.51
C 5.641 0.572 -1.611 -0.88 1.11 -0.05 -0.34
C 4.849 1.462 -2.463 -0.35 0.64 2.31 -0.57
C 4.054 2.490 -1.823 1.15 -1.41 1.56 -0.23
H 1.344 3.442 1.448 0.10 -0.22 -0.90 0.36
H 1.188 4.569 0.063 0.24 -1.00 0.26 0.36
H 1.679 1.695 -0.999 0.12 1.06 1.11 0.33
H 0.103 -0.764 2.196 -0.77 -0.21 0.08 0.29
H 4.876 1.819 1.607 -0.14 0.07 -0.99 0.38
H 6.259 0.006 0.447 -0.44 0.56 -0.62 0.36
H 6.216 -0.223 -2.141 -0.45 0.70 0.79 0.34
H 4.819 1.376 -3.570 0.17 -0.11 1.03 0.36
H 3.402 3.200 -2.382 0.66 -0.75 0.34 0.39
C -3.920 -1.748 1.573 -0.31 0.21 0.19 -0.94
C -3.931 -2.347 0.175 0.28 -0.09 -0.19 -0.15
O -3.740 -3.744 0.145 0.70 0.08 0.82 -0.33
C -4.882 -4.620 0.428 -1.26 0.38 -1.29 0.05
O -5.922 -4.313 -0.295 -0.02 -0.30 0.69 -0.88
C -5.209 -4.723 1.960 0.60 0.37 -0.22 0.73
F -4.070 -4.718 2.717 -0.10 -0.05 0.23 -0.29
F -5.825 -5.894 2.251 -0.03 0.13 -0.12 -0.30
F -5.993 -3.744 2.454 -0.09 -0.23 0.02 -0.27
H -3.156 -2.215 2.198 0.05 0.02 -0.10 0.14
H -3.729 -0.670 1.524 0.08 0.00 -0.05 0.31
H -4.882 -1.875 2.066 0.06 -0.02 0.02 0.36
H -3.072 -1.932 -0.365 0.05 -0.10 -0.08 0.14
H -4.818 -2.037 -0.386 -0.17 -0.23 0.13 0.29
H -4.421 -5.614 0.240 0.22 -0.14 -0.04 0.15
```
Forces are in eV/Å.

Frontier orbital gap   4.900 eV
Charge   -1
Relative energy (zero: lowest compared OMol25 entry of this formula, charge and spin)   0.000 eV